Entry 1:
{
  "formula": "C6H9NO",
  "method": "wB97M-V/def2-TZVPD",
  "symbols": ["H", "N", "C", "C", "O", "C", "C", "C", "C", "H", "H", "H", "H", "H", "H", "H", "H"],
  "coordinates": [[-0.866, -1.557, 1.925], [-1.643, -1.228, 1.353], [-1.270, -0.823, 0.215], [-2.165, -0.326, -0.869], [0.122, -1.216, -0.329], [0.983, -0.262, 0.093], [2.432, -0.610, 0.163], [0.445, 0.946, 0.297], [0.289, 2.223, 0.055], [-2.998, -1.022, -0.992], [-1.630, -0.221, -1.812], [-2.556, 0.654, -0.584], [3.029, 0.085, -0.433], [2.784, -0.575, 1.199], [2.606, -1.625, -0.201], [-0.616, 2.739, 0.359], [1.054, 2.819, -0.438]],
  "forces_ev_per_angstrom": [[-0.070, -0.213, -0.169], [0.593, 1.050, -1.129], [0.722, -2.360, -0.051], [-0.003, 0.297, -0.049], [-1.710, 0.423, 0.655], [0.124, 1.408, -0.013], [0.100, -0.539, 0.686], [0.881, -0.533, -0.333], [-0.495, 0.224, 0.310], [0.062, 0.105, 0.057], [-0.012, -0.050, 0.150], [-0.057, -0.119, -0.037], [-0.151, -0.013, 0.111], [0.099, 0.039, -0.101], [-0.133, 0.085, 0.042], [0.423, 0.401, 0.831], [-0.372, -0.205, -0.958]],
  "de_lowest_kcal_mol": 90.6,
  "gap_ev": [8.148, 8.148],
  "mol_weight_da": 111.1,
  "lumo_energy_ev": [0.4, 0.4]
}

=====

Entry 2:
{
  "formula": "C5H8N4O2",
  "method": "wB97M-V/def2-TZVPD",
  "symbols": ["C", "C", "C", "C", "C", "N", "N", "N", "N", "O", "O", "H", "H", "H", "H", "H", "H", "H", "H"],
  "coordinates": [[0.057, -1.128, -0.127], [-0.958, -0.009, -0.137], [1.360, -0.927, 0.070], [-0.660, 1.286, -0.041], [1.709, 1.023, 0.080], [2.925, 1.254, -0.015], [-0.521, -2.407, -0.108], [-2.256, -0.346, 0.008], [-1.572, 2.405, 0.017], [0.612, 1.797, 0.114], [2.418, -1.716, -0.055], [3.124, 2.237, 0.284], [-0.755, -2.701, 0.817], [0.108, -3.076, -0.510], [-2.262, -0.967, 0.774], [-2.500, -1.003, -0.734], [-1.388, 3.328, -0.510], [-2.616, 2.179, -0.271], [3.175, -1.229, 0.346]],
  "forces_ev_per_angstrom": [[0.103, 0.879, 1.121], [3.812, 0.748, 0.213], [-0.511, 5.621, -1.028], [-0.584, 2.029, -0.371], [-1.569, -6.002, -0.975], [0.521, 1.824, 1.537], [-0.268, -0.624, -1.067], [-3.164, -0.920, -1.289], [-2.603, 0.321, -1.501], [1.122, 0.258, -0.013], [0.612, 0.375, 0.766], [0.077, -0.579, -0.859], [-0.143, -0.269, 0.585], [0.172, -0.422, -0.065], [-0.676, -0.615, 1.492], [-0.276, 0.219, -0.187], [0.612, -2.436, 1.077], [3.174, -0.090, 1.018], [-0.412, -0.317, -0.456]],
  "de_lowest_kcal_mol": 110.3,
  "gap_ev": 8.063,
  "mol_weight_da": 156.1,
  "lumo_energy_ev": 0.7
}

=====

Entry 3:
{
  "formula": "C32H30AsN3O2Re",
  "method": "wB97M-V/def2-TZVPD",
  "symbols": ["N", "C", "C", "H", "H", "H", "N", "C", "C", "H", "H", "H", "N", "C", "C", "H", "H", "H", "Re", "C", "O", "C", "O", "C", "C", "C", "C", "C", "C", "H", "H", "H", "H", "H", "H", "C", "C", "C", "C", "C", "C", "As", "C", "C", "C", "C", "C", "C", "C", "C", "C", "C", "C", "C", "H", "H", "H", "H", "H", "H", "H", "H", "H", "H", "H", "H", "H", "H", "H"],
  "coordinates": [[2.388, 0.923, -2.472], [2.305, 0.004, -3.180], [2.338, -1.093, -4.139], [2.800, -0.726, -5.071], [1.337, -1.494, -4.371], [2.964, -1.904, -3.733], [-4.612, -2.010, -0.565], [-5.631, -2.563, -0.627], [-6.786, -3.415, -0.423], [-7.115, -3.842, -1.387], [-7.596, -2.824, 0.043], [-6.457, -4.218, 0.266], [-0.015, 4.243, -0.740], [-0.730, 4.518, 0.158], [-1.535, 4.971, 1.272], [-1.240, 4.462, 2.205], [-2.615, 4.808, 1.118], [-1.380, 6.055, 1.388], [-2.528, 0.119, -2.043], [-2.561, 0.549, -0.098], [-2.525, 0.766, 1.055], [-1.477, -1.560, -1.821], [-0.818, -2.519, -1.634], [-2.193, 0.005, -4.107], [-1.368, 0.997, -3.516], [-1.950, 1.995, -2.710], [-3.344, 1.989, -2.495], [-4.158, 0.989, -3.054], [-3.584, -0.019, -3.853], [-1.760, -0.822, -4.654], [-0.283, 0.888, -3.539], [-1.316, 2.678, -2.130], [-3.802, 2.689, -1.790], [-5.224, 0.935, -2.817], [-4.206, -0.847, -4.194], [5.486, -1.635, -0.499], [4.365, -2.393, -0.866], [3.083, -1.966, -0.514], [2.933, -0.777, 0.217], [4.040, -0.017, 0.593], [5.322, -0.454, 0.230], [1.060, -0.254, 0.610], [0.923, -1.563, 2.082], [-0.219, -2.380, 2.123], [-0.321, -3.335, 3.138], [0.696, -3.476, 4.091], [1.830, -2.659, 4.035], [1.947, -1.701, 3.018], [1.366, 1.279, 1.821], [0.853, 1.319, 3.125], [1.046, 2.464, 3.907], [1.672, 3.586, 3.358], [2.067, 3.573, 2.014], [1.912, 2.429, 1.230], [6.485, -1.968, -0.788], [4.487, -3.319, -1.432], [2.200, -2.544, -0.801], [3.908, 0.907, 1.156], [6.189, 0.142, 0.521], [-0.996, -2.262, 1.364], [-1.202, -3.976, 3.176], [0.608, -4.229, 4.877], [2.631, -2.760, 4.770], [2.837, -1.072, 2.951], [0.302, 0.464, 3.525], [0.689, 2.477, 4.939], [1.829, 4.480, 3.971], [2.482, 4.472, 1.556], [2.167, 2.423, 0.161]],
  "forces_ev_per_angstrom": [[-0.537, -1.343, -0.545], [0.345, 1.260, 0.620], [0.126, -0.346, -0.317], [-0.168, -0.178, 0.297], [0.423, 0.211, 0.146], [-0.243, 0.240, -0.232], [-0.443, 0.493, -1.101], [1.453, 0.239, 0.795], [-0.400, -0.121, -0.094], [0.034, 0.131, 0.515], [0.315, -0.375, -0.268], [-0.316, 0.330, -0.387], [-2.298, 0.276, 2.565], [2.192, -0.644, -2.781], [-0.512, 0.369, 0.648], [-0.081, 0.204, -0.357], [0.493, 0.017, -0.063], [-0.053, -0.321, 0.035], [-0.319, -4.827, 5.609], [0.308, 1.111, 7.163], [-0.275, -0.844, -5.546], [4.161, -6.092, 1.545], [-3.380, 4.839, -1.212], [0.078, -0.425, -2.548], [0.974, 0.097, -1.328], [0.660, 1.740, 0.134], [-1.871, 2.613, -0.151], [-1.574, 1.327, -0.493], [-0.156, -0.460, -1.838], [0.043, 0.158, -0.233], [-0.154, 0.175, -0.153], [-0.118, -0.059, -0.257], [0.192, 0.003, -0.495], [0.363, 0.080, 0.145], [0.285, 0.090, -0.025], [0.280, -0.812, -0.520], [-1.549, -0.406, -0.174], [1.303, -1.506, -0.873], [-1.150, 1.151, 0.346], [1.737, 0.045, -0.039], [-1.116, 1.819, 1.179], [0.910, -0.213, 1.552], [-0.766, -0.328, -0.836], [0.530, 0.033, 0.199], [-0.192, 0.055, -0.185], [0.204, 0.181, -0.042], [-0.111, 0.093, -0.135], [0.339, -0.184, 0.310], [0.095, -0.002, -2.385], [-0.442, 0.884, 2.122], [-0.426, -1.122, 0.144], [-0.310, -0.059, 1.315], [0.548, -0.457, -2.336], [0.220, 0.934, 0.329], [-0.246, 0.078, 0.114], [0.035, 0.280, 0.193], [0.359, 0.068, 0.098], [0.231, -0.325, -0.194], [-0.196, -0.214, -0.120], [0.126, -0.166, 0.321], [0.250, 0.154, 0.075], [0.015, 0.238, -0.271], [-0.281, -0.014, -0.201], [-0.208, -0.218, 0.153], [0.222, 0.283, -0.053], [0.123, 0.036, -0.338], [-0.064, -0.279, -0.227], [-0.051, -0.162, 0.166], [0.034, 0.166, 0.521]],
  "charge": 4,
  "de_lowest_kcal_mol": 38.9,
  "spin_multiplicity": 4,
  "gap_ev": [5.380, 4.214],
  "mol_weight_da": 749.7,
  "lumo_energy_ev": [-13.9, -14.8],
  "s2": 3.791
}

=====

Entry 4:
{
  "formula": "C3H5NO2",
  "method": "wB97M-V/def2-TZVPD",
  "symbols": ["C", "N", "C", "O", "C", "O", "H", "H", "H", "H", "H"],
  "coordinates": [[1.242, -0.903, -0.925], [1.183, -0.772, 0.524], [0.136, -0.310, 1.031], [-0.963, -0.006, 0.224], [-1.532, 1.211, 0.327], [-1.422, 1.968, 1.247], [1.394, -1.955, -1.177], [2.104, -0.338, -1.284], [0.347, -0.547, -1.445], [0.003, -0.141, 2.098], [-2.091, 1.396, -0.601]],
  "forces_ev_per_angstrom": [[0.082, -0.047, -0.201], [-0.413, 0.155, 0.138], [0.360, -0.144, 0.035], [-0.090, 0.079, -0.062], [-0.066, 0.359, 0.333], [0.048, -0.304, -0.393], [0.083, 0.097, 0.045], [-0.004, -0.138, 0.056], [0.196, -0.090, 0.056], [-0.004, -0.019, -0.197], [-0.192, 0.054, 0.191]],
  "de_lowest_kcal_mol": 33.2,
  "gap_ev": 11.347,
  "mol_weight_da": 87.1,
  "lumo_energy_ev": 0.9
}

=====

Entry 5:
{
  "formula": "C3H3FOS",
  "method": "wB97M-V/def2-TZVPD",
  "symbols": ["O", "C", "S", "C", "C", "F", "H", "H", "H"],
  "coordinates": [[-3.092, 0.297, -0.012], [-1.918, 0.559, 0.057], [-0.641, -0.713, -0.033], [0.837, 0.299, -0.040], [2.006, -0.322, 0.077], [3.099, 0.473, -0.018], [-1.535, 1.574, 0.293], [0.850, 1.367, -0.292], [2.230, -1.386, 0.217]],
  "forces_ev_per_angstrom": [[1.107, 0.213, -0.114], [-0.561, -0.536, 0.524], [-0.103, 1.116, -0.188], [-0.115, -1.008, -0.215], [-0.082, 0.824, -0.049], [0.193, -0.544, 0.044], [0.035, -0.176, -0.287], [-0.341, -0.471, 0.268], [-0.133, 0.582, 0.018]],
  "de_lowest_kcal_mol": 14.1,
  "gap_ev": 9.984,
  "mol_weight_da": 106.1,
  "lumo_energy_ev": 0.8
}

=====

Entry 6:
{
  "formula": "C47H59BrNOP",
  "method": "wB97M-V/def2-TZVPD",
  "symbols": ["H", "N", "C", "C", "C", "P", "C", "C", "C", "C", "O", "C", "C", "C", "C", "Br", "H", "H", "H", "H", "H", "H", "H", "H", "H", "H", "H", "H", "H", "H", "H", "H", "H", "H", "H", "H", "H", "H", "C", "C", "C", "C", "C", "C", "H", "H", "H", "H", "H", "H", "C", "C", "C", "C", "C", "C", "H", "H", "H", "H", "H", "H", "C", "C", "C", "C", "C", "C", "H", "H", "H", "H", "H", "H", "C", "C", "C", "C", "C", "C", "H", "H", "H", "H", "H", "H", "C", "C", "C", "C", "C", "C", "H", "H", "H", "H", "H", "H", "C", "C", "C", "C", "C", "C", "H", "H", "H", "H", "H", "H"],
  "coordinates": [[-1.440, 1.346, 3.266], [-2.346, 0.886, 3.113], [-2.154, -0.331, 2.696], [-0.675, -0.817, 2.477], [-3.444, -1.167, 2.414], [-3.156, -3.052, 2.469], [-2.431, -3.629, 0.828], [-1.476, -4.904, 0.951], [-0.381, -4.610, 2.059], [0.908, -5.524, 1.966], [1.452, -5.639, 3.303], [1.892, -4.369, 3.791], [-4.911, -3.765, 2.509], [-4.998, -5.220, 3.114], [-4.304, -5.402, 4.518], [-6.949, -5.615, 3.348], [-0.235, -1.393, 3.334], [-0.054, 0.115, 2.316], [-0.573, -1.451, 1.545], [-3.855, -0.911, 1.391], [-4.280, -0.942, 3.141], [-1.941, -2.805, 0.240], [-3.313, -3.972, 0.194], [-1.004, -5.151, -0.049], [-2.140, -5.761, 1.278], [-0.120, -3.519, 1.998], [-0.847, -4.808, 3.061], [1.724, -5.091, 1.313], [0.681, -6.573, 1.633], [2.589, -4.579, 4.654], [2.504, -3.830, 3.008], [1.060, -3.730, 4.211], [-5.237, -3.850, 1.423], [-5.544, -3.027, 3.076], [-4.580, -5.954, 2.377], [-4.343, -6.503, 4.776], [-4.896, -4.839, 5.301], [-3.252, -5.018, 4.571], [1.873, 2.722, 5.370], [1.611, 1.366, 5.528], [2.558, 0.424, 5.141], [3.767, 0.839, 4.592], [4.025, 2.195, 4.425], [3.080, 3.136, 4.816], [1.138, 3.456, 5.678], [0.668, 1.042, 5.954], [2.355, -0.634, 5.267], [4.506, 0.105, 4.292], [4.965, 2.518, 3.992], [3.282, 4.194, 4.688], [9.035, 3.494, 3.797], [7.857, 3.708, 4.503], [7.046, 4.795, 4.192], [7.416, 5.669, 3.176], [8.599, 5.460, 2.476], [9.407, 4.372, 2.785], [9.663, 2.644, 4.035], [7.569, 3.028, 5.297], [6.125, 4.960, 4.741], [6.784, 6.515, 2.932], [8.891, 6.146, 1.688], [10.328, 4.208, 2.237], [-1.390, -1.904, -2.550], [-0.294, -2.678, -2.179], [0.438, -3.356, -3.147], [0.072, -3.265, -4.485], [-1.028, -2.500, -4.855], [-1.759, -1.819, -3.888], [-1.957, -1.370, -1.796], [-0.010, -2.751, -1.135], [1.294, -3.956, -2.858], [0.644, -3.792, -5.240], [-1.317, -2.434, -5.898], [-2.615, -1.220, -4.177], [-4.976, -3.433, -6.964], [-3.882, -4.206, -6.594], [-3.150, -4.885, -7.562], [-3.515, -4.794, -8.900], [-4.616, -4.028, -9.270], [-5.345, -3.346, -8.303], [-5.542, -2.898, -6.210], [-3.598, -4.279, -5.550], [-2.294, -5.485, -7.273], [-2.944, -5.321, -9.655], [-4.904, -3.961, -10.313], [-6.201, -2.746, -8.591], [-4.362, 0.184, -7.737], [-5.543, 0.378, -7.029], [-6.367, 1.455, -7.333], [-6.009, 2.342, -8.342], [-4.824, 2.153, -9.044], [-4.001, 1.074, -8.743], [-3.723, -0.660, -7.505], [-5.821, -0.312, -6.241], [-7.290, 1.604, -6.783], [-6.653, 3.180, -8.581], [-4.542, 2.848, -9.827], [-3.078, 0.925, -9.292], [5.285, 9.162, 3.555], [5.408, 9.220, 2.172], [5.179, 10.417, 1.503], [4.824, 11.556, 2.217], [4.693, 11.495, 3.600], [4.925, 10.299, 4.269], [5.470, 8.230, 4.078], [5.682, 8.332, 1.614], [5.278, 10.463, 0.424], [4.648, 12.490, 1.696], [4.410, 12.382, 4.157], [4.825, 10.253, 5.348]],
  "forces_ev_per_angstrom": [[-0.265, -0.097, -0.109], [0.179, -1.938, -0.480], [0.031, 1.580, 0.713], [-0.218, 0.064, -0.758], [-0.151, -0.570, -1.055], [0.518, -0.011, 1.017], [-0.898, -0.756, -1.425], [-0.162, 0.788, 0.785], [-0.098, -0.796, -0.787], [-0.285, 0.493, 0.703], [0.093, 0.640, -0.587], [0.787, -0.112, 0.769], [0.058, -0.194, -1.013], [0.911, 0.896, 0.477], [-0.791, -0.279, 0.191], [0.801, -0.076, -0.247], [-0.673, 0.470, -0.678], [-0.625, -1.117, 0.235], [-0.150, 0.661, 1.040], [0.523, 0.046, 0.967], [1.195, -0.077, -0.614], [-0.368, -0.680, 0.771], [0.952, 0.579, 0.503], [-0.636, 0.333, 1.057], [0.947, 0.698, -0.453], [-0.070, -1.067, 0.158], [0.532, 0.307, -0.888], [-0.969, -0.358, 0.344], [0.092, 1.045, 0.312], [-0.724, 0.144, -0.878], [-0.783, -0.301, 0.673], [0.700, -0.559, -0.746], [-0.115, 0.330, 1.331], [0.485, -0.876, -0.574], [-0.619, 0.581, 0.670], [0.149, 1.291, -0.159], [0.611, -0.617, -0.853], [-0.931, -0.431, -0.417], [0.039, -0.027, -0.038], [0.026, -0.009, -0.027], [0.011, 0.070, -0.029], [-0.072, 0.029, 0.016], [-0.004, 0.006, 0.014], [-0.015, -0.083, 0.019], [0.028, -0.038, -0.020], [0.050, 0.018, -0.007], [0.009, 0.047, 0.006], [-0.031, 0.036, 0.006], [-0.046, -0.015, 0.018], [-0.012, -0.048, -0.001], [-0.034, 0.070, -0.026], [-0.009, 0.017, -0.033], [0.051, -0.006, -0.049], [0.037, -0.072, 0.029], [-0.011, -0.030, 0.020], [-0.066, 0.001, 0.045], [-0.025, 0.046, -0.001], [0.005, 0.035, -0.041], [0.044, -0.013, -0.009], [0.044, -0.028, 0.010], [-0.020, -0.037, 0.042], [-0.048, 0.010, 0.024], [0.057, -0.080, -0.036], [-0.049, 0.031, -0.073], [-0.043, 0.016, -0.005], [-0.052, 0.023, 0.062], [0.025, 0.007, 0.017], [0.029, -0.031, 0.039], [0.014, -0.014, -0.039], [0.018, 0.007, -0.047], [-0.039, 0.032, -0.012], [-0.028, 0.023, 0.033], [0.009, -0.007, 0.055], [0.046, -0.018, 0.004], [0.036, -0.050, -0.098], [-0.010, 0.022, 0.009], [-0.033, 0.039, -0.050], [-0.027, 0.035, 0.068], [0.012, 0.010, 0.052], [0.032, -0.033, 0.035], [0.010, -0.043, -0.028], [0.002, 0.011, -0.054], [-0.043, 0.027, -0.004], [-0.031, 0.017, 0.033], [0.017, 0.003, 0.057], [0.057, -0.007, 0.014], [0.012, 0.057, 0.003], [0.015, 0.036, -0.059], [0.045, -0.005, -0.034], [0.044, -0.055, 0.023], [-0.020, -0.040, 0.028], [-0.066, 0.006, 0.045], [-0.045, 0.019, -0.018], [0.009, 0.029, -0.042], [0.046, -0.006, -0.026], [0.033, -0.034, 0.016], [-0.020, -0.040, 0.038], [-0.046, 0.004, 0.026], [-0.028, 0.066, -0.047], [0.001, 0.038, 0.050], [-0.007, 0.010, 0.057], [0.007, -0.076, 0.030], [0.020, -0.041, -0.025], [0.009, -0.011, -0.060], [-0.015, 0.046, -0.005], [-0.013, 0.050, 0.012], [-0.005, -0.005, 0.054], [0.001, -0.044, 0.023], [0.022, -0.047, -0.030], [0.008, 0.004, -0.053]],
  "gap_ev": 8.832,
  "mol_weight_da": 764.9,
  "lumo_energy_ev": 0.5
}